Record 1
{
  "formula": "C21H18N8O2S2V",
  "method": "ωB97M-V/def2-TZVPD",
  "spin_multiplicity": 4,
  "lumo_ha": [-0.021, -0.027],
  "s_squared": 3.77,
  "de_lowest_ev": 0.993,
  "elements": ["V", "S", "C", "C", "C", "C", "N", "C", "C", "C", "S", "C", "N", "H", "H", "C", "C", "N", "C", "C", "N", "C", "N", "N", "N", "C", "C", "C", "C", "C", "C", "H", "H", "H", "H", "H", "H", "H", "H", "H", "H", "H", "N", "C", "C", "O", "O", "H", "H", "H", "H", "H"],
  "coordinates": [[-0.0298, -0.0627, -0.0389], [-1.5809, -0.4244, 1.6064], [-1.3428, -2.1419, 1.8035], [-2.3555, -2.9038, 2.3753], [-2.1958, -4.2713, 2.5800], [-3.2552, -5.0402, 3.1036], [-4.1315, -5.6566, 3.5147], [-0.9715, -4.8851, 2.2385], [0.0436, -4.1219, 1.6735], [-0.1321, -2.7651, 1.4208], [1.1611, -1.8857, 0.6624], [-0.7786, -6.2673, 2.4406], [-0.5920, -7.3903, 2.5839], [-3.2796, -2.4197, 2.6583], [0.9869, -4.5816, 1.4153], [1.0237, -1.3071, -2.9147], [-0.3844, -1.5547, -2.5081], [-0.9417, -1.0985, -1.3976], [-2.2425, -1.5271, -1.4062], [-2.4733, -2.2428, -2.5356], [-1.2939, -2.2673, -3.2324], [-1.0873, -2.9311, -4.4903], [-0.9684, -2.0115, -5.5868], [-2.0139, -1.2536, -5.9817], [-1.7030, -0.5543, -6.9833], [-0.4099, -0.8167, -7.3316], [0.3924, -0.3348, -8.3645], [1.6759, -0.8209, -8.4389], [2.1658, -1.7592, -7.5201], [1.3929, -2.2566, -6.4944], [0.0933, -1.7727, -6.4138], [1.5662, -0.8729, -2.0673], [1.0788, -0.6213, -3.7642], [1.5214, -2.2355, -3.1941], [-2.9135, -1.2908, -0.6011], [-3.3549, -2.7269, -2.9005], [-1.9512, -3.5836, -4.6653], [-0.1713, -3.5304, -4.4529], [0.0083, 0.3830, -9.0692], [2.3331, -0.4766, -9.2232], [3.1802, -2.1095, -7.6258], [1.7769, -2.9884, -5.7986], [-0.8455, 4.2746, 0.1312], [-0.8393, 2.8424, 0.3951], [0.5485, 2.4296, 0.8736], [1.3086, 3.4291, 1.3269], [0.9270, 1.2682, 0.8712], [-1.7660, 4.6765, 0.2606], [-0.5415, 4.4884, -0.8146], [0.7892, 4.2530, 1.2198], [-1.1369, 2.1971, -0.4610], [-1.5248, 2.6115, 1.2228]],
  "forces_ev_per_a": [[-0.19, -0.53, -0.36], [-0.85, 0.34, 0.75], [0.15, -0.19, -0.01], [0.10, -0.29, -0.02], [0.87, 0.47, -0.40], [-0.50, -0.29, 0.26], [-0.24, -0.16, 0.12], [-0.27, 1.07, -0.13], [-0.29, -0.13, 0.11], [-0.23, 0.00, 0.00], [1.01, -0.63, 0.29], [0.15, -0.62, 0.07], [0.03, -0.31, 0.05], [-0.05, -0.04, 0.01], [-0.01, -0.07, -0.03], [-0.08, 0.13, -0.02], [-0.06, -0.14, -0.17], [-0.87, -1.22, -2.22], [-0.67, -0.27, -0.32], [-0.25, 0.11, 0.36], [0.44, 0.29, 0.42], [-0.12, -0.22, -0.07], [0.57, 0.25, -0.55], [-0.79, -0.42, 0.84], [-0.33, 0.57, -0.55], [0.83, -0.86, 0.67], [-0.05, -0.03, 0.09], [0.00, 0.16, -0.16], [0.01, -0.16, 0.18], [0.13, -0.10, 0.03], [-0.38, 0.55, -0.53], [-0.01, -0.20, -0.21], [0.01, -0.02, 0.01], [0.10, -0.01, 0.07], [0.00, -0.01, 0.05], [-0.17, -0.11, -0.07], [0.29, 0.09, 0.10], [-0.22, 0.08, -0.07], [-0.04, 0.12, -0.11], [0.03, 0.03, -0.06], [0.13, -0.04, -0.01], [0.08, -0.05, 0.01], [-0.21, -0.04, -0.19], [0.05, -0.11, 0.01], [0.35, 1.10, 0.53], [-0.28, -1.12, -0.24], [1.76, 2.87, 1.31], [0.10, -0.03, 0.01], [-0.07, -0.04, 0.14], [-0.15, -0.04, -0.13], [0.07, 0.29, 0.28], [0.11, -0.01, -0.19]],
  "mulliken_charge": [0.3153, -0.5904, 0.4653, -0.8573, 0.4709, -0.1189, -0.5321, 0.5817, -1.0161, 0.6884, -0.4939, -0.1023, -0.5346, 0.5199, 0.5210, -1.1976, 0.6238, 0.5472, -0.7198, -0.6575, 0.0718, -0.9532, 0.7658, -0.6083, -0.5802, 0.1036, -0.6464, -0.4947, -0.6400, -0.6549, 1.3268, 0.3150, 0.2862, 0.2603, 0.5822, 0.4646, 0.3204, 0.3927, 0.4361, 0.3757, 0.3878, 0.3253, -0.7267, -0.1984, 0.6289, -0.4581, -0.4896, 0.2418, 0.1984, 0.4004, 0.2877, 0.3658]
}

Record 2
{
  "formula": "C25H32BiCl2N2O4P2S2",
  "method": "ωB97M-V/def2-TZVPD",
  "total_charge": -1,
  "lumo_ha": 0.094,
  "de_lowest_ev": 0.875,
  "elements": ["Bi", "C", "P", "C", "C", "C", "C", "C", "C", "C", "P", "C", "C", "H", "H", "H", "H", "H", "H", "H", "H", "H", "H", "H", "H", "H", "H", "H", "H", "Cl", "C", "C", "C", "Cl", "C", "O", "C", "C", "O", "C", "H", "H", "H", "C", "C", "S", "C", "C", "S", "H", "H", "H", "H", "H", "H", "C", "C", "N", "O", "C", "C", "N", "O", "H", "H", "H", "H", "H", "H", "H"],
  "coordinates": [[0.3913, 0.7095, 0.1311], [-0.3337, -4.1290, 1.4882], [-0.3041, -2.5228, 0.5761], [0.8123, -2.9633, -0.8174], [-1.9751, -2.5870, -0.1826], [-2.3542, -3.5635, -1.1047], [-3.6455, -3.6001, -1.6034], [-4.5817, -2.6708, -1.1619], [-4.2132, -1.6800, -0.2688], [-2.9059, -1.6050, 0.2151], [-2.2521, -0.1182, 1.0929], [-2.1855, -0.8060, 2.8321], [-3.6595, 1.0015, 1.4289], [-0.5525, -4.9646, 0.8218], [-1.0972, -4.0760, 2.2645], [0.6361, -4.2807, 1.9646], [0.6848, -3.9953, -1.1539], [1.8424, -2.8030, -0.4913], [0.6223, -2.2789, -1.6457], [-1.6321, -4.3011, -1.4403], [-3.9257, -4.3464, -2.3384], [-5.5963, -2.7026, -1.5429], [-4.9356, -0.9263, 0.0242], [-3.1231, -1.3172, 3.0632], [-2.0435, 0.0268, 3.5241], [-1.3551, -1.4951, 2.9764], [-4.5190, 0.4417, 1.8056], [-3.9205, 1.5552, 0.5288], [-3.3285, 1.6989, 2.1996], [7.7528, 1.2249, 2.5146], [6.3224, 0.7562, 1.6191], [5.9758, -0.6009, 1.5498], [4.8874, -0.9825, 0.8149], [4.4573, -2.6667, 0.7348], [4.0696, -0.0572, 0.0670], [3.1457, -0.4618, -0.6996], [4.4111, 1.3252, 0.2677], [3.5834, 2.3977, -0.2497], [2.5029, 2.3061, -0.8066], [5.5463, 1.6966, 1.0042], [6.5614, -1.3409, 2.0787], [4.0107, 3.4110, -0.0904], [5.7944, 2.7499, 1.0921], [-0.0455, 3.6433, 4.0354], [-0.0194, 3.0030, 2.6580], [0.6934, 1.3862, 2.6275], [-0.5061, 3.6412, 1.5841], [-1.1542, 5.0078, 1.6850], [-0.5497, 3.0257, -0.0730], [0.4371, 2.9894, 4.7588], [-1.0701, 3.8284, 4.3719], [0.4852, 4.5985, 4.0369], [-0.7807, 5.5755, 2.5387], [-2.2404, 4.9042, 1.7889], [-0.9684, 5.5802, 0.7737], [0.7952, -0.2351, -4.7686], [0.3694, 0.0684, -3.3593], [1.1807, 0.1398, -2.3796], [2.4985, -0.1175, -2.6575], [-1.0661, 0.3030, -3.0468], [-2.1150, 0.2442, -4.1221], [-1.3579, 0.5332, -1.8074], [-2.5815, 0.7786, -1.4581], [1.8267, -0.5776, -4.7719], [0.7255, 0.6653, -5.3841], [0.1530, -0.9986, -5.2084], [2.8735, -0.1193, -1.7529], [-1.8854, 0.9174, -4.9531], [-3.0644, 0.5275, -3.6772], [-2.2039, -0.7713, -4.5212]],
  "forces_ev_per_a": [[-0.40, -0.06, -0.58], [0.01, 0.22, 0.06], [0.25, -0.43, -0.28], [-0.12, 0.03, 0.08], [-0.21, 0.26, 0.09], [-0.02, 0.01, 0.17], [-0.08, 0.02, 0.00], [-0.01, -0.09, -0.02], [0.13, 0.15, 0.12], [0.22, 0.12, -0.49], [-0.29, -0.48, 0.69], [0.10, 0.20, -0.18], [-0.03, -0.04, -0.41], [0.00, -0.02, 0.00], [0.00, -0.06, 0.03], [0.00, -0.04, -0.02], [-0.01, 0.04, 0.00], [-0.04, -0.02, -0.07], [0.06, 0.01, -0.01], [0.00, 0.04, 0.03], [0.01, 0.01, 0.04], [0.04, 0.01, 0.01], [0.04, -0.02, -0.08], [0.00, 0.03, -0.02], [0.01, -0.04, -0.03], [0.02, 0.01, -0.07], [0.01, 0.04, 0.02], [0.03, -0.04, -0.01], [0.04, 0.01, -0.02], [-0.08, -0.03, -0.02], [0.08, -0.21, 0.07], [0.02, 0.20, 0.04], [-0.27, 0.17, -0.27], [0.05, 0.02, 0.01], [0.67, 0.30, 0.54], [1.42, -1.47, 5.64], [0.03, -0.54, 0.01], [-0.20, 0.28, -0.26], [0.29, -0.06, 0.27], [-0.13, 0.11, -0.05], [0.01, 0.00, -0.04], [0.02, -0.06, -0.01], [-0.03, -0.06, 0.00], [-0.04, -0.06, -0.13], [0.00, 0.00, 0.12], [0.14, 0.27, 0.37], [0.00, 0.07, -0.06], [0.05, -0.16, -0.05], [-0.13, 0.19, 0.21], [-0.01, 0.02, 0.02], [0.03, 0.01, 0.02], [0.00, 0.01, 0.04], [-0.02, -0.02, -0.05], [0.05, 0.05, 0.00], [-0.01, 0.01, 0.07], [0.04, -0.01, 0.17], [-0.53, 0.03, -0.01], [0.86, -0.11, -0.53], [-2.49, 0.77, -5.29], [0.35, -0.09, -0.20], [0.16, 0.03, 0.15], [-0.30, 0.07, 0.06], [-0.08, -0.24, 0.34], [-0.04, 0.02, 0.01], [-0.04, -0.02, -0.02], [-0.05, 0.03, -0.04], [0.47, 0.60, -0.11], [0.00, -0.05, 0.01], [-0.05, 0.02, 0.00], [-0.01, 0.03, -0.04]],
  "mulliken_charge": [1.4877, -1.5154, 0.6225, -1.0387, 0.2723, -0.3544, -0.8109, -0.6116, -0.6277, 0.1362, 0.9779, -1.4011, -1.6329, 0.4010, 0.3885, 0.4525, 0.5176, 0.0712, 0.2283, 0.2902, 0.3838, 0.3700, 0.3242, 0.3569, 0.4780, 0.3431, 0.4582, 0.2993, 0.4326, -0.2699, 0.2843, -0.6846, 0.2988, -0.2399, -0.3765, -0.2675, 1.5785, -0.4530, -0.4547, -0.9930, 0.4236, 0.1851, 0.3198, -1.6836, 0.5922, -0.4803, 0.7104, -1.6093, -0.4783, 0.4081, 0.2941, 0.3529, 0.3683, 0.2641, 0.4128, -1.8555, 0.3103, 0.6373, -0.7849, -0.0678, -1.8724, 1.1317, -0.8317, 0.4438, 0.3118, 0.3282, 0.3970, 0.3498, 0.4110, 0.2895]
}

Record 3
{
  "formula": "C2H2S",
  "method": "ωB97M-V/def2-TZVPD",
  "lumo_ha": [-0.039, -0.039],
  "de_lowest_ev": 4.668,
  "elements": ["C", "C", "S", "H", "H"],
  "coordinates": [[-0.4569, 0.1981, 0.0718], [0.7226, -0.3660, 0.1961], [-0.2840, -0.9934, -1.3304], [-1.5844, 1.5646, 0.1759], [1.6027, -0.4033, 0.8867]],
  "forces_ev_per_a": [[-0.74, 2.10, -0.85], [-2.10, 1.42, 0.95], [0.62, 0.42, 1.17], [3.07, -3.62, 0.06], [-0.84, -0.32, -1.33]],
  "mulliken_charge": [-0.2887, -0.1848, -0.1834, 0.3019, 0.3550]
}